Entry 1:
C26H31BF32I2N2NbO6 as an isolated structure at a distorted geometry, computed with ωB97M-V/def2-TZVPD.

Positions of all 101 atoms, in Å:
C  3.984  0.308  1.362
C  2.776  -0.074  2.184
O  2.589  0.471  3.256
N  1.896  -1.035  1.668
C  2.518  -2.369  1.633
Nb  0.713  -0.633  -0.044
B  -0.151  0.588  -1.842
N  -0.856  -0.252  -2.824
O  -0.031  1.923  -2.125
C  -1.408  -1.392  0.430
I  -1.504  -3.498  0.264
C  -2.485  -0.685  0.788
C  -2.496  0.830  0.914
I  -4.398  -1.475  1.268
H  4.368  -0.516  0.753
H  4.758  0.704  2.027
H  3.664  1.090  0.664
H  3.541  -2.353  1.237
H  2.569  -2.766  2.657
H  1.915  -3.053  1.028
H  0.696  1.057  0.733
H  2.125  -0.102  -1.062
H  0.997  -2.185  -1.025
H  -1.477  -0.886  -2.323
H  -0.202  -0.886  -3.282
H  0.172  2.376  -1.303
H  -2.613  1.296  -0.073
H  -3.346  1.165  1.516
H  -1.578  1.182  1.397
C  2.248  0.485  7.884
C  1.091  0.325  6.887
C  0.932  1.385  5.793
F  0.665  2.591  6.356
F  -0.117  1.040  5.025
F  -0.075  0.175  7.559
F  1.348  -0.837  6.227
O  1.954  1.033  9.161
C  1.996  2.352  9.461
C  0.630  2.868  9.945
F  -0.301  2.721  8.992
F  0.749  4.186  10.235
F  2.481  3.112  8.471
F  2.830  2.507  10.528
H  2.546  -0.538  8.105
H  3.099  0.981  7.417
H  1.829  1.444  5.173
H  0.330  2.323  10.842
C  1.663  -5.637  -4.180
C  1.880  -4.614  -3.055
C  3.330  -4.207  -2.763
F  4.039  -5.274  -2.327
F  3.351  -3.268  -1.806
F  1.253  -4.989  -1.921
F  1.287  -3.481  -3.513
O  1.456  -6.997  -3.834
C  2.443  -7.908  -3.675
C  2.458  -8.484  -2.250
F  2.677  -7.512  -1.352
F  3.465  -9.387  -2.166
F  3.656  -7.450  -4.024
F  2.169  -8.965  -4.489
H  0.723  -5.339  -4.638
H  2.436  -5.525  -4.942
H  3.797  -3.806  -3.667
H  1.507  -8.976  -2.040
C  0.956  0.618  -6.349
C  -0.320  1.020  -7.106
C  -1.689  0.602  -6.549
F  -1.796  -0.738  -6.564
F  -2.636  1.112  -7.371
F  -0.232  0.632  -8.399
F  -0.333  2.388  -7.079
O  1.651  -0.527  -6.819
C  1.395  -1.768  -6.337
C  0.890  -2.743  -7.415
F  -0.250  -2.291  -7.960
F  0.630  -3.913  -6.777
F  0.553  -1.751  -5.306
F  2.571  -2.303  -5.898
H  1.639  1.445  -6.532
H  0.779  0.569  -5.274
H  -1.843  0.981  -5.536
H  1.633  -2.890  -8.200
C  -4.061  6.744  1.975
C  -5.527  6.941  2.390
C  -6.242  5.805  3.135
F  -6.341  4.713  2.362
F  -7.490  6.227  3.442
F  -6.271  7.319  1.332
F  -5.513  7.976  3.288
O  -3.799  6.380  0.636
C  -3.720  5.084  0.212
C  -4.761  4.780  -0.876
F  -6.004  4.988  -0.400
F  -4.640  3.488  -1.232
F  -3.802  4.211  1.222
F  -2.514  4.922  -0.376
H  -3.630  7.739  2.069
H  -3.542  6.094  2.680
H  -5.712  5.558  4.058
H  -4.589  5.423  -1.741

Output
Energy ... -148116.809 eV
Total charge ... -1
Orbital gap ... 0.2553 hartree
HOMO ... -4.84 eV
M ... 1433.00 g/mol

Entry 2:
A 14-piece molecular cluster, C84H188N8O20 overall at a distorted geometry, computed with ωB97M-V/def2-TZVPD.

Positions of all 300 atoms, in Å:
C  4.066  2.111  4.581
C  4.831  0.776  4.545
O  4.253  0.035  3.527
O  4.838  3.225  5.097
H  3.124  1.908  5.091
H  3.756  2.490  3.607
H  4.988  0.189  5.450
H  5.814  1.038  4.152
H  4.787  -0.754  3.411
H  5.536  3.459  4.482
C  6.814  -1.588  0.854
C  8.017  -2.527  1.009
O  7.631  -3.834  0.672
O  5.830  -1.747  1.928
H  6.381  -1.730  -0.136
H  7.070  -0.534  0.754
H  8.433  -2.424  2.011
H  8.772  -2.249  0.274
H  8.408  -4.396  0.667
H  5.232  -2.402  1.560
C  5.883  4.675  2.187
C  5.954  3.291  1.338
O  7.292  2.908  1.114
O  6.348  4.402  3.513
H  4.930  5.200  2.132
H  6.590  5.373  1.738
H  5.401  3.432  0.410
H  5.413  2.541  1.916
H  7.349  2.203  0.465
H  7.205  3.975  3.442
C  -2.518  -2.894  -2.660
C  -3.256  -4.068  -3.206
O  -4.569  -4.115  -2.692
O  -3.056  -1.778  -3.425
H  -1.453  -3.105  -2.757
H  -2.588  -2.818  -1.575
H  -2.662  -4.943  -2.941
H  -3.120  -4.105  -4.287
H  -5.039  -3.303  -2.896
H  -4.012  -1.805  -3.514
C  5.689  1.463  -4.153
C  6.414  0.116  -4.150
O  7.678  0.267  -4.751
O  6.289  2.469  -3.363
H  4.634  1.369  -3.897
H  5.576  1.809  -5.181
H  5.805  -0.581  -4.726
H  6.415  -0.312  -3.147
H  8.162  0.915  -4.235
H  5.945  3.302  -3.693
C  4.611  -5.535  -0.021
C  3.568  -4.340  0.078
O  3.808  -3.394  1.123
O  5.831  -5.229  -0.578
H  4.146  -6.361  -0.560
H  4.724  -5.939  0.985
H  2.609  -4.855  0.139
H  3.544  -3.799  -0.868
H  3.116  -2.732  1.196
H  6.390  -4.721  0.014
C  0.895  -1.143  7.016
C  -0.051  -2.373  7.031
C  -1.155  -2.131  5.980
C  -0.647  -2.266  4.502
C  -0.105  -3.685  4.284
C  1.032  -3.937  5.305
N  0.546  -3.641  6.763
O  1.449  -4.088  7.785
C  1.306  -5.492  5.284
C  2.326  -3.184  4.814
C  -0.743  -2.567  8.455
H  1.947  -1.367  6.844
H  0.792  -0.584  7.946
H  0.644  -0.405  6.255
H  -2.013  -2.771  6.186
H  -1.518  -1.105  6.038
H  0.130  -1.529  4.298
H  -1.491  -2.091  3.835
H  0.249  -3.524  3.266
H  -0.981  -4.333  4.313
H  2.161  -5.676  5.934
H  0.504  -6.147  5.625
H  1.609  -5.913  4.326
H  2.244  -2.098  4.767
H  3.120  -3.341  5.543
H  2.853  -3.568  3.940
H  -1.229  -3.538  8.549
H  -1.540  -1.853  8.664
H  -0.052  -2.464  9.291
H  1.082  -4.954  7.975
C  -8.083  -1.954  1.004
C  -7.594  -3.223  1.735
C  -7.349  -4.368  0.722
C  -6.027  -4.201  -0.029
C  -4.848  -4.048  0.966
C  -5.056  -2.922  1.957
N  -6.406  -3.019  2.630
O  -6.612  -2.014  3.606
C  -3.950  -3.125  2.959
C  -4.866  -1.584  1.263
C  -8.683  -3.820  2.608
H  -7.822  -1.101  1.631
H  -9.169  -1.881  0.943
H  -7.663  -1.816  0.007
H  -7.248  -5.329  1.227
H  -8.063  -4.410  -0.101
H  -6.122  -3.353  -0.708
H  -5.667  -4.985  -0.695
H  -3.993  -3.890  0.309
H  -4.637  -5.010  1.433
H  -2.973  -3.004  2.489
H  -3.982  -2.330  3.703
H  -4.148  -4.071  3.464
H  -5.600  -1.343  0.495
H  -5.016  -0.765  1.966
H  -3.847  -1.491  0.886
H  -8.489  -4.802  3.039
H  -9.676  -3.779  2.161
H  -8.914  -3.169  3.451
H  -6.505  -2.494  4.430
C  -4.829  4.204  -4.647
C  -4.233  3.163  -3.651
C  -3.122  4.052  -3.064
C  -2.468  3.569  -1.757
C  -3.558  3.282  -0.735
C  -4.667  2.279  -1.221
N  -5.170  2.762  -2.547
O  -6.260  2.027  -3.056
C  -4.021  0.870  -1.134
C  -5.741  2.440  -0.191
C  -3.544  2.001  -4.335
H  -4.114  4.363  -5.454
H  -5.203  5.133  -4.218
H  -5.724  3.812  -5.131
H  -2.333  4.155  -3.808
H  -3.534  5.033  -2.825
H  -1.803  4.344  -1.376
H  -1.916  2.661  -2.003
H  -3.969  4.267  -0.512
H  -3.118  2.963  0.210
H  -3.142  0.725  -1.763
H  -3.604  0.666  -0.148
H  -4.694  0.016  -1.216
H  -6.164  3.436  -0.321
H  -6.564  1.742  -0.347
H  -5.412  2.442  0.848
H  -4.105  1.651  -5.202
H  -3.374  1.199  -3.616
H  -2.571  2.106  -4.814
H  -6.937  2.706  -3.007
C  1.165  4.795  -0.324
C  0.673  5.036  1.181
C  1.400  3.979  1.992
C  1.138  4.231  3.532
C  1.831  5.579  3.890
C  1.221  6.830  3.101
N  1.176  6.445  1.606
O  0.669  7.395  0.791
C  -0.120  7.148  3.701
C  2.172  8.070  3.299
C  -0.908  4.793  1.264
H  0.673  3.866  -0.615
H  2.245  4.666  -0.397
H  0.884  5.488  -1.117
H  1.017  3.010  1.673
H  2.482  3.935  1.868
H  1.641  3.529  4.197
H  0.076  4.174  3.771
H  2.841  5.363  3.542
H  1.791  5.735  4.968
H  -0.610  7.817  2.993
H  -0.822  6.336  3.894
H  0.026  7.566  4.697
H  3.133  7.768  2.883
H  1.850  8.964  2.764
H  2.320  8.355  4.341
H  -1.512  5.373  0.566
H  -1.316  4.851  2.273
H  -1.022  3.751  0.966
H  -0.253  7.560  1.003
C  -0.832  -4.522  -6.343
C  0.406  -5.175  -5.672
C  1.069  -5.804  -6.921
C  2.529  -6.257  -6.700
C  3.222  -5.007  -6.115
C  2.653  -4.373  -4.807
N  1.217  -4.186  -4.968
O  0.631  -3.443  -3.992
C  2.978  -5.262  -3.613
C  3.443  -3.027  -4.734
C  -0.079  -6.384  -4.782
H  -1.593  -4.246  -5.613
H  -1.311  -5.150  -7.094
H  -0.597  -3.558  -6.791
H  0.508  -6.632  -7.353
H  1.090  -5.010  -7.668
H  2.794  -6.417  -7.745
H  2.620  -7.093  -6.006
H  3.476  -4.343  -6.941
H  4.163  -5.438  -5.771
H  2.356  -5.068  -2.739
H  2.717  -6.271  -3.933
H  4.013  -5.362  -3.285
H  4.490  -3.267  -4.546
H  3.292  -2.455  -5.650
H  3.102  -2.438  -3.883
H  0.631  -6.816  -4.076
H  -0.238  -7.236  -5.443
H  -1.013  -6.198  -4.253
H  0.426  -2.589  -4.380
C  3.212  -1.066  -1.481
C  2.630  0.177  -0.827
C  1.797  0.970  -1.822
C  0.402  0.420  -2.109
C  -0.430  0.279  -0.837
C  0.314  -0.474  0.340
N  1.794  -0.110  0.338
O  2.458  -0.754  1.431
C  -0.421  0.177  1.640
C  0.083  -1.998  0.191
C  3.717  1.183  -0.384
H  3.893  -1.503  -0.750
H  3.761  -0.766  -2.373
H  2.467  -1.796  -1.798
H  1.630  2.017  -1.569
H  2.275  0.959  -2.802
H  0.553  -0.530  -2.621
H  -0.067  1.057  -2.859
H  -1.361  -0.224  -1.100
H  -0.569  1.321  -0.549
H  -0.105  -0.366  2.531
H  -0.207  1.245  1.677
H  -1.506  0.082  1.680
H  -0.035  -2.327  -0.842
H  0.995  -2.476  0.549
H  -0.702  -2.321  0.874
H  4.637  0.687  -0.073
H  3.344  1.710  0.494
H  3.933  1.968  -1.108
H  2.745  0.008  1.940
C  -3.437  2.369  3.003
C  -3.026  2.130  4.508
C  -1.514  1.796  4.390
C  -0.871  1.952  5.758
C  -1.164  3.223  6.517
C  -2.695  3.570  6.657
N  -3.365  3.332  5.349
O  -4.713  3.582  5.360
C  -3.323  2.775  7.844
C  -2.732  5.108  6.988
C  -3.633  0.786  4.955
H  -3.090  3.211  2.403
H  -4.495  2.632  3.003
H  -3.405  1.450  2.419
H  -1.259  0.752  4.209
H  -1.005  2.454  3.685
H  0.217  1.917  5.708
H  -1.102  1.111  6.413
H  -0.783  4.022  5.882
H  -0.548  3.231  7.417
H  -3.074  3.380  8.717
H  -4.408  2.866  7.795
H  -3.060  1.731  8.016
H  -2.523  5.664  6.074
H  -3.715  5.453  7.308
H  -2.011  5.259  7.791
H  -3.520  -0.087  4.312
H  -4.685  1.048  5.063
H  -3.256  0.457  5.923
H  -4.882  4.369  4.837
C  2.089  1.796  -6.161
C  1.556  0.699  -7.043
C  0.583  -0.061  -6.075
C  -0.701  0.782  -5.898
C  -1.393  1.029  -7.288
C  -0.465  1.775  -8.274
N  0.875  1.208  -8.255
O  1.692  1.620  -9.299
C  -1.135  1.527  -9.671
C  -0.501  3.343  -8.027
C  2.711  -0.287  -7.422
H  2.863  2.190  -6.820
H  2.545  1.401  -5.253
H  1.469  2.663  -5.935
H  0.488  -1.108  -6.363
H  0.977  -0.338  -5.097
H  -0.440  1.724  -5.416
H  -1.422  0.324  -5.221
H  -2.286  1.626  -7.104
H  -1.691  0.077  -7.727
H  -0.520  2.024  -10.421
H  -1.178  0.492  -10.010
H  -2.160  1.897  -9.658
H  -1.491  3.750  -7.822
H  0.152  3.660  -7.214
H  -0.177  3.814  -8.955
H  3.324  -0.597  -6.575
H  3.442  0.251  -8.026
H  2.377  -1.160  -7.983
H  2.143  2.381  -8.928

Output
Energy ... -143009.844 eV
Energy above the lowest of the compared OMol25 structures with the same formula, charge and spin ... 5.982 eV
Orbital gap ... 0.3097 hartree
HOMO ... -8.26 eV
M ... 1630.46 g/mol

Entry 3:
C21H27AsBN4O4S2V as an isolated structure, computed with ωB97M-V/def2-TZVPD.

Positions of all 61 atoms, in Å:
V  1.363  0.550  1.137
O  0.286  1.497  4.934
C  0.391  1.176  3.762
O  1.432  1.310  3.018
C  -0.803  0.524  2.994
O  -1.913  0.427  3.483
O  -0.472  0.121  1.801
C  0.928  1.099  -3.582
C  0.994  1.285  -2.085
S  1.318  -0.157  -1.137
C  0.808  2.484  -1.511
C  0.539  3.717  -2.337
S  0.885  2.719  0.226
H  1.152  0.065  -3.844
H  1.649  1.739  -4.103
H  -0.066  1.330  -3.982
H  -0.083  3.497  -3.211
H  1.469  4.165  -2.709
H  0.031  4.475  -1.740
B  4.205  -1.573  0.876
N  4.464  -0.110  1.334
C  5.627  0.441  1.692
C  5.425  1.790  1.943
C  4.060  1.973  1.714
N  3.499  0.828  1.344
N  2.994  -2.143  1.676
C  2.932  -3.336  2.278
C  1.643  -3.536  2.744
C  0.967  -2.372  2.369
N  1.789  -1.542  1.733
H  3.971  -1.608  -0.305
H  5.183  -2.226  1.189
H  6.513  -0.170  1.739
H  6.149  2.521  2.256
H  3.441  2.851  1.802
H  3.813  -3.954  2.324
H  1.251  -4.385  3.277
H  -0.062  -2.091  2.521
C  -4.684  -2.642  0.317
As  -3.025  -1.818  1.023
C  -3.748  -0.005  1.109
C  -2.043  -1.713  -0.698
C  -2.571  -0.720  -1.677
C  -2.148  0.610  -1.601
C  -2.639  1.557  -2.483
C  -3.567  1.204  -3.458
C  -3.997  -0.112  -3.542
C  -3.502  -1.064  -2.657
H  -5.072  -2.091  -0.542
H  -5.434  -2.633  1.110
H  -4.496  -3.678  0.030
H  -4.393  0.194  0.251
H  -2.920  0.697  1.144
H  -4.295  0.090  2.045
H  -2.042  -2.726  -1.108
H  -1.017  -1.453  -0.431
H  -1.414  0.893  -0.855
H  -2.284  2.579  -2.407
H  -3.946  1.949  -4.148
H  -4.713  -0.404  -4.302
H  -3.826  -2.096  -2.738

Output
Energy ... -145245.894 eV
Energy above the lowest of the compared OMol25 structures with the same formula, charge and spin ... 0.017 eV
Total charge ... -2
Orbital gap (spin up / spin down) ... 0.2161 / 0.2157 hartree
HOMO (spin up / spin down) ... -1.22 / -1.21 eV
Spin multiplicity ... 3
M ... 600.28 g/mol

Entry 4:
An isolated ion of composition C3H7N4S and charge +1 at a distorted geometry, computed with ωB97M-V/def2-TZVPD.

Positions of all 15 atoms, in Å:
N  2.223  0.146  -0.795
C  0.949  -0.280  -0.128
C  -0.131  0.853  0.597
N  -1.138  0.277  1.404
C  -1.921  -0.553  0.630
S  -3.267  -1.290  1.059
N  -1.362  -0.594  -0.667
N  -0.228  0.263  -0.736
H  2.802  -0.630  -0.537
H  2.306  1.124  -0.685
H  2.004  0.080  -1.789
H  0.918  -1.356  0.278
H  0.107  1.940  0.568
H  -1.353  0.532  2.268
H  -1.910  -0.512  -1.465

Output
SMILES ... [NH3+][C@H]1[C@@H]2NC(=S)NN12
Energy ... -20010.002 eV
Energy above the lowest of the compared OMol25 structures with the same formula, charge and spin ... 2.660 eV
Total charge ... +1
Orbital gap ... 0.3029 hartree
HOMO ... -12.07 eV
M ... 131.18 g/mol